# 1
ORCA calculation (ωB97M-V/def2-TZVPD) on a 9-piece molecular cluster, C32H85N3O16 overall at a distorted geometry.

Summary:
ΔE to the lowest compared entry with this formula, charge and spin: 413.3 kJ/mol
Frontier orbital gap: 8.4680 eV
LUMO: 0.04 eV
Maximum force: 3.13 eV Å⁻¹

The geometry in XYZ format:
```
136
C32H85N3O16 ωB97M-V/def2-TZVPD
C -0.4663 2.6329 -5.5320
C -0.6409 3.9081 -4.7331
O 0.4521 4.7745 -4.9750
O -0.0040 3.0221 -6.8719
H -1.3804 2.0392 -5.5419
H 0.2951 2.0016 -5.0741
H -0.8717 3.4624 -3.7655
H -1.5533 4.4193 -5.0400
H 0.6792 4.6192 -5.8948
H 0.7360 2.4683 -7.1314
C 1.1147 -6.2031 2.4824
C 1.4065 -5.2694 3.5994
O 0.9940 -3.9655 3.1624
O 1.8742 -6.0193 1.2892
H 0.0404 -6.1327 2.3124
H 1.3535 -7.1766 2.9106
H 2.4558 -5.1488 3.8690
H 0.7715 -5.4709 4.4620
H 1.4986 -3.8322 2.3566
H 1.6944 -6.7896 0.7452
C -3.6853 0.5598 -5.4790
C -3.0034 -0.7328 -5.1800
O -3.3149 -1.6342 -6.2782
O -3.7071 1.3291 -4.2489
H -4.7204 0.4036 -5.7831
H -3.0834 1.1038 -6.2070
H -3.4109 -1.1842 -4.2754
H -1.9289 -0.5597 -5.1212
H -2.6954 -2.3671 -6.3045
H -3.5974 2.2533 -4.4844
C -7.1942 -0.7284 -0.9918
C -6.2407 -1.4675 -0.0119
O -5.6703 -0.7189 1.0571
O -8.2013 -0.1102 -0.2370
H -7.6010 -1.3846 -1.7612
H -6.6949 -0.0341 -1.6677
H -5.3686 -1.8320 -0.5547
H -6.6612 -2.4382 0.2507
H -4.8923 -0.2009 0.8381
H -7.8894 -0.0332 0.6676
C -2.9692 4.4378 -1.1047
O -2.2021 4.8631 0.0144
C -1.2174 3.8618 0.4350
C -0.6630 4.2448 1.8455
N -0.0350 5.6040 1.7681
C 0.7354 5.8646 3.0569
C -0.1823 6.2513 4.1885
O -1.0445 7.3051 3.8247
C -1.5967 8.1664 4.8386
H -2.4451 4.3629 -2.0574
H -3.6012 5.2883 -1.3606
H -3.6494 3.6490 -0.7835
H -0.4147 3.6816 -0.2800
H -1.8410 3.0028 0.6828
H 0.0386 3.5021 2.2252
H -1.5166 4.3739 2.5110
H -0.7195 6.3462 1.7400
H 1.4040 6.7251 3.0835
H 1.4114 5.0340 3.2601
H 0.2421 6.5881 5.1343
H -0.7522 5.3378 4.3587
H -1.9754 9.0457 4.3176
H -0.7914 8.5739 5.4498
H -2.3005 7.7149 5.5379
C 6.3554 3.0558 -5.0935
O 5.5726 2.5233 -4.0063
C 6.1918 1.4273 -3.3185
C 5.1609 0.6213 -2.4793
N 5.8785 -0.0830 -1.3728
C 4.8055 -0.6996 -0.5874
C 4.4178 -2.1460 -1.1885
O 5.5672 -2.9214 -1.4891
C 6.4965 -3.1988 -0.4464
H 5.8175 3.9152 -5.4936
H 6.4147 2.2776 -5.8544
H 7.3285 3.4380 -4.7850
H 6.7809 1.9457 -2.5620
H 6.8242 0.7533 -3.8964
H 4.5783 -0.0271 -3.1337
H 4.4040 1.2677 -2.0351
H 6.3609 -0.8365 -1.8415
H 4.0214 0.0454 -0.4523
H 5.0495 -0.9233 0.4511
H 3.8658 -1.9193 -2.1007
H 3.8085 -2.7182 -0.4890
H 6.2132 -4.1165 0.0691
H 6.5481 -2.4567 0.3502
H 7.4876 -3.1952 -0.9001
C 1.1419 1.1077 -1.7850
O -0.2034 0.9104 -1.4274
C -0.9525 -0.2500 -1.9852
C -2.4575 -0.1662 -1.4655
N -2.6758 -0.0390 -0.0179
C -2.1681 -1.0571 0.8057
C -2.3479 -0.9486 2.2526
O -1.3620 -0.1571 2.7978
C -0.1268 -0.8580 3.1575
H 1.4664 2.0054 -1.2588
H 1.1546 1.0499 -2.8734
H 1.6572 0.1670 -1.5908
H -0.5505 -1.2574 -1.8775
H -1.0044 -0.0983 -3.0633
H -3.1866 -0.8505 -1.8994
H -2.8405 0.7321 -1.9496
H -2.3487 0.8680 0.2828
H -1.0881 -1.0466 0.6590
H -2.4967 -1.9888 0.3452
H -2.4598 -1.9222 2.7298
H -3.2598 -0.4028 2.4948
H 0.3586 -1.4664 2.3943
H -0.1945 -1.4186 4.0898
H 0.6148 -0.0819 3.3468
C -0.9159 -4.8795 -0.5684
C -1.3227 -6.3325 -1.0031
C -0.5978 -6.7448 -2.2887
O -0.9947 -7.2821 -0.0542
H -1.1466 -4.6502 0.4719
H -1.3364 -4.1516 -1.2622
H 0.1607 -4.7317 -0.6532
H -2.3848 -6.3326 -1.2481
H -0.7701 -6.0415 -3.1035
H -0.9822 -7.5868 -2.8645
H 0.4771 -6.8259 -2.1274
H -1.2080 -7.0004 0.8384
C 1.5406 -2.7090 7.1774
C 1.4882 -1.5807 8.2258
C 1.2531 -0.2128 7.6477
O 0.5389 -1.8893 9.1871
H 1.6417 -3.6855 7.6511
H 2.4380 -2.4100 6.6357
H 0.7210 -2.6746 6.4597
H 2.5036 -1.5681 8.6221
H 1.8323 0.0063 6.7507
H 1.6693 0.5480 8.3080
H 0.2254 0.0033 7.3555
H -0.2526 -1.5162 8.7922
```

***

# 2
ORCA calculation (ωB97M-V/def2-TZVPD) on a 8-piece molecular cluster, C32H85N9O13 overall at a distorted geometry.

Summary:
ΔE to the lowest compared entry with this formula, charge and spin: 3.9 kJ/mol
Frontier orbital gap: 8.6996 eV
LUMO: 0.38 eV
Maximum force: 1.19 eV Å⁻¹

The geometry in XYZ format:
```
139
C32H85N9O13 ωB97M-V/def2-TZVPD
C -2.2113 1.2997 0.7549
O -2.3130 2.2344 -0.0357
N -2.9912 0.1764 0.7279
N -1.3431 1.3663 1.8169
H -3.6567 0.1026 -0.0174
H -2.5957 -0.5996 1.2429
H -0.6948 2.1322 1.8399
H -1.0931 0.5065 2.2791
C -3.1849 5.5906 -1.6131
O -2.3471 5.3115 -2.4498
N -3.4316 4.8386 -0.4833
N -4.0148 6.6886 -1.7416
H -3.8157 5.2656 0.3366
H -3.0247 3.9097 -0.5029
H -3.8817 7.2490 -2.5605
H -4.8075 6.8100 -1.1415
C -1.4300 -1.6022 -10.1191
O -2.4735 -1.1293 -9.3115
C -2.7872 0.2174 -9.5871
C -3.9090 0.7453 -8.7141
N -3.5000 1.0429 -7.3451
C -3.0302 -0.0991 -6.5818
C -2.7143 0.2849 -5.1577
O -3.8980 0.4766 -4.4062
C -3.6100 0.9022 -3.0981
H -1.7203 -1.5908 -11.1782
H -1.2275 -2.6467 -9.8837
H -0.5210 -1.0185 -9.9397
H -3.0837 0.2884 -10.6419
H -1.9269 0.8751 -9.3964
H -4.8044 0.1083 -8.7373
H -4.1554 1.6895 -9.2114
H -4.2824 1.4553 -6.8528
H -2.1192 -0.5220 -6.9979
H -3.7663 -0.9200 -6.5573
H -2.0305 1.1432 -5.1209
H -2.1656 -0.5537 -4.6935
H -4.5379 0.8430 -2.5311
H -3.2152 1.9209 -3.1128
H -2.8806 0.2358 -2.6198
C -1.5737 -3.4196 -3.1539
O -1.0468 -2.1263 -2.9382
C -1.0766 -1.7273 -1.5862
C 0.1320 -0.8617 -1.2970
N 1.3398 -1.6643 -1.2417
C 2.5138 -0.8272 -1.0388
C 3.7291 -1.6605 -0.6978
O 4.0973 -2.4063 -1.8593
C 5.3489 -3.0239 -1.6977
H -1.7974 -3.5053 -4.2184
H -2.5536 -3.5605 -2.6780
H -0.8621 -4.1753 -2.8139
H -0.9310 -2.6000 -0.9314
H -1.9986 -1.2228 -1.2925
H -0.0546 -0.2862 -0.3827
H 0.2000 -0.0665 -2.0609
H 1.4477 -2.1074 -2.1491
H 2.3795 -0.1402 -0.1981
H 2.7528 -0.1676 -1.8832
H 3.5201 -2.4165 0.0647
H 4.5162 -0.9483 -0.4161
H 6.1419 -2.2648 -1.6576
H 5.5176 -3.6818 -2.5453
H 5.4060 -3.5806 -0.7534
C 1.6867 -1.4989 2.9312
O 2.3461 -0.4458 3.5951
C 2.5520 -0.7138 4.9766
C 3.0829 0.5358 5.6904
N 2.1687 1.6555 5.8113
C 1.7459 2.2438 4.5333
C 1.1481 3.6305 4.6218
O -0.2334 3.6178 4.9102
C -0.6161 3.3139 6.2275
H 1.3165 -1.1409 1.9725
H 0.8342 -1.8890 3.5038
H 2.3690 -2.3484 2.7833
H 3.3380 -1.4842 5.0350
H 1.6267 -1.0742 5.4419
H 4.0323 0.8103 5.2236
H 3.3713 0.1680 6.6814
H 1.3877 1.3342 6.3686
H 1.0356 1.5745 4.0355
H 2.6531 2.2450 3.9289
H 1.2194 4.1275 3.6550
H 1.7293 4.2245 5.3392
H -0.4170 2.2639 6.4806
H -1.7021 3.4183 6.2388
H -0.1755 3.9762 6.9768
C 8.5383 4.2632 0.7075
O 7.2427 3.7047 0.7142
C 6.2287 4.6916 0.6902
C 4.8836 3.9859 0.6349
N 4.7873 3.0386 1.7391
C 3.8028 1.9854 1.5196
C 2.4272 2.5257 1.1926
O 2.2324 2.3740 -0.2110
C 1.0059 2.8777 -0.7061
H 8.6725 4.8412 1.6280
H 8.7467 4.8005 -0.2200
H 9.2524 3.4391 0.7657
H 6.3189 5.2681 -0.2434
H 6.3533 5.3841 1.5297
H 4.7997 3.5214 -0.3563
H 4.1135 4.7573 0.7081
H 5.7004 2.6104 1.8289
H 3.7175 1.3603 2.4105
H 4.1115 1.3046 0.7123
H 2.3542 3.5850 1.4650
H 1.6282 1.9447 1.6715
H 1.2139 3.5168 -1.5712
H 0.5116 3.5322 0.0157
H 0.3713 2.0701 -1.0682
C -1.8229 -1.4889 5.3392
O -2.0093 -2.4866 4.3676
C -3.3840 -2.7164 4.0585
C -3.4980 -4.0057 3.2751
N -3.1816 -5.1246 4.1669
C -3.3025 -6.4334 3.5353
C -2.3879 -6.7176 2.3357
O -2.9317 -6.0927 1.1812
C -2.1260 -6.2736 0.0481
H -2.3613 -1.6876 6.2717
H -2.1004 -0.5078 4.9367
H -0.7727 -1.4587 5.6353
H -3.7591 -1.8672 3.4743
H -3.9580 -2.8504 4.9804
H -2.8109 -3.9786 2.4243
H -4.5179 -4.1177 2.9087
H -2.2085 -5.0309 4.4441
H -4.3384 -6.5681 3.2151
H -3.0869 -7.2308 4.2519
H -2.4092 -7.8055 2.1873
H -1.3667 -6.3623 2.5182
H -2.1142 -7.3098 -0.3165
H -1.0834 -5.9733 0.2166
H -2.5195 -5.6652 -0.7670
O -1.3236 -1.9447 1.6979
H -0.7141 -2.5424 1.2515
H -1.3778 -2.2744 2.6122
```

***

no.,DFT total energy (eV),highest occupied orbital energy (hartree)
1,-71781.690,-0.3099
2,-74586.726,-0.3057